A molecular structure, C17H21N2O2OsSTe, computed with ωB97M-V/def2-TZVPD.

Energy above the lowest of the compared OMol25 structures with the same formula, charge and spin (kcal/mol): 6.0
Spin multiplicity: 1
Calculated total energy (a.u.): -1677.04959
HOMO-LUMO gap (alpha / beta) (eV): 5.714 / 5.760
Net charge: +1

Positions of all 45 atoms, in Å:
1 Os 0.063 0.458 -0.079
2 N -0.243 -1.342 1.142
3 C -1.402 -1.192 2.061
4 C -1.065 -0.104 3.073
5 C -2.080 1.027 3.109
6 C -2.286 1.677 1.742
7 N -0.999 2.007 1.062
8 H -0.425 -2.126 0.519
9 H 0.569 -1.617 1.689
10 H -1.633 -2.136 2.555
11 H -2.257 -0.931 1.441
12 H -0.095 0.323 2.810
13 H -0.949 -0.531 4.070
14 H -1.718 1.777 3.817
15 H -3.050 0.689 3.476
16 H -2.880 2.581 1.884
17 H -2.839 1.028 1.066
18 H -0.391 2.482 1.723
19 H -1.163 2.664 0.299
20 O -0.649 3.833 -2.239
21 C -0.487 2.634 -2.180
22 O 0.289 2.082 -1.277
23 C -1.152 1.736 -3.196
24 C -1.407 2.301 -4.440
25 C -2.058 1.588 -5.435
26 C -2.491 0.293 -5.189
27 C -2.253 -0.286 -3.956
28 C -1.580 0.423 -2.960
29 S -1.398 -0.446 -1.440
30 H -1.087 3.320 -4.606
31 H -2.238 2.052 -6.395
32 H -3.016 -0.265 -5.953
33 H -2.592 -1.294 -3.749
34 Te 2.383 0.942 0.858
35 C 3.257 -0.935 1.166
36 C 2.812 -2.078 0.501
37 C 3.488 -3.277 0.662
38 C 4.613 -3.340 1.473
39 C 5.064 -2.202 2.129
40 C 4.385 -1.002 1.986
41 H 1.973 -2.021 -0.183
42 H 3.142 -4.161 0.142
43 H 5.152 -4.272 1.577
44 H 5.951 -2.243 2.747
45 H 4.740 -0.116 2.498

Forces on atoms 1 to 3 (eV/Å):
-0.8399 0.1799 1.7528
-0.3090 0.0797 -0.1865
0.1800 -0.0974 0.0959